Density functional theory data (wB97M-V/def2-TZVPD) for a structure of composition C40H108As4F24N7O7.

```
190
Properties=species:S:1:pos:R:3:forces:R:3
As 0.0889 -1.9664 4.4772 1.518 -1.399 1.904
As -1.3710 -0.7254 -5.2416 1.373 0.953 -2.170
As 8.3624 -2.3749 2.2137 1.053 -2.836 -0.538
As 4.5831 -0.2224 -4.8889 2.022 -1.126 -1.160
F 9.1771 -1.2839 3.3237 -1.342 -0.296 -0.827
F 0.7391 -3.2367 5.4602 0.089 0.254 -0.500
F -0.1313 -1.3485 -4.1777 -0.641 0.218 -0.501
F 7.7090 -3.6575 0.9739 0.025 1.020 1.445
F -2.7415 -0.0219 -6.1777 0.568 -0.335 1.083
F 6.0432 0.6507 -4.1881 -1.967 -0.638 -0.844
F -0.6458 -0.7366 3.4416 0.234 -0.225 0.450
F -0.9093 -1.6557 -6.6840 -0.653 0.575 1.977
F 0.1168 -0.9084 5.9321 -0.662 -0.326 -1.632
F 5.7224 -1.1893 -5.9187 -1.541 1.631 0.727
F 3.1762 -1.0692 -5.6091 1.321 0.882 1.116
F 4.8797 -1.5274 -3.6809 -0.868 1.182 -0.554
F 10.0018 -2.8909 1.6054 -2.126 0.672 0.840
F 1.8010 -1.3788 4.2002 -2.184 -0.371 -0.524
F -1.9059 0.3512 -3.8597 -0.116 -0.736 -0.760
F 3.5595 0.6105 -3.6883 0.135 -0.172 -0.456
F -1.5209 -2.6062 5.0061 0.886 1.148 -1.154
F 6.6268 -2.1399 2.8516 2.377 0.519 -1.264
F 8.2769 -1.1939 0.8554 -0.490 -0.954 2.047
F 8.4185 -3.7049 3.4907 -0.067 1.555 -1.752
F -2.4695 -2.0152 -4.6570 0.397 0.880 -0.177
F 4.3062 1.1102 -6.1056 0.514 -1.446 1.690
F 0.1512 -3.0678 3.0510 -0.226 1.304 0.991
F -0.2462 0.5772 -5.8491 -1.762 -1.428 1.282
O 4.4641 -4.2305 2.1551 0.759 -0.657 -1.477
O -3.2894 3.2722 -3.5461 -1.104 -0.447 -0.716
O 4.1848 1.3092 -0.3440 0.226 -1.224 0.838
O 5.7129 2.5990 4.3658 2.032 -1.444 1.853
O 2.0497 5.0152 -3.7147 -0.999 1.313 -0.707
O -6.1889 -0.9361 3.8872 0.407 -0.151 0.284
O -3.9598 -6.2543 -4.2645 -2.235 -1.542 -0.113
N 6.2008 -6.1684 1.1139 -0.319 -0.934 -0.041
N -4.3073 1.0304 5.1248 0.742 0.444 -1.259
N -4.2866 -4.9580 -1.5717 1.569 0.809 -0.323
N 1.0157 0.8348 -0.2818 -1.234 -0.503 -1.650
N 5.9785 4.9128 5.7042 -0.413 0.253 -0.187
N -5.0262 1.0332 -4.1387 0.115 1.051 -0.474
N 1.5414 7.5946 -2.4820 -2.169 -1.003 -0.019
C 0.5238 -1.7695 -0.1733 0.321 1.158 -0.019
C -4.6102 3.5652 -4.0337 0.027 -0.252 0.202
C 3.5205 0.0521 0.0856 -0.800 2.338 -0.254
C -5.4399 -2.5925 -1.6229 -0.914 -0.682 -1.306
C -6.6428 2.4622 -5.1475 -2.001 0.517 -1.239
C -0.4004 1.1213 0.3492 1.666 -0.231 0.207
C -5.5421 1.3615 4.2581 0.866 -1.888 1.127
C 3.3223 7.9901 -4.0573 -1.015 -0.303 -1.681
C 4.7854 -6.0728 0.5238 1.230 -0.851 0.312
C -4.6466 1.3714 6.5922 0.076 0.104 -0.300
C -3.8066 -6.8829 -5.5316 0.602 -0.406 -0.312
C 3.8497 5.8515 4.6095 0.513 -0.896 0.534
C -4.0328 -4.6975 -0.0860 1.114 1.730 -0.281
C 0.4235 2.1416 -2.4396 -0.859 -0.337 0.728
C -4.5380 -3.6299 -2.3980 0.455 -0.247 2.511
C -7.2785 -1.8183 3.7010 -0.466 -0.343 -0.404
C 5.5327 1.1684 -0.8335 0.168 -1.566 -0.355
C -2.6316 1.8927 3.2933 -0.872 -0.631 -0.017
C 4.6912 4.5261 4.9893 -0.028 2.487 -0.852
C -2.7782 4.3676 -2.8698 -0.213 1.317 1.851
C 3.3475 4.4444 -3.9801 -0.370 0.105 -0.786
C -3.6954 -0.4299 4.9128 -0.999 0.378 1.372
C -3.1659 1.9526 4.7143 0.688 0.344 0.828
C 1.8377 7.5082 -3.9422 3.099 0.602 -1.105
C -5.4919 -5.8221 -1.6267 -0.327 -0.482 -0.321
C 3.5138 -3.4804 2.8536 -0.372 0.024 1.023
C 1.6304 6.1059 -4.5379 -1.119 0.075 0.858
C 4.3929 -7.5137 -0.0255 -1.020 1.853 0.699
C 0.7923 -0.5070 -1.1208 0.797 -1.036 0.520
C 6.0946 1.5533 3.4938 0.130 -0.642 -0.537
C -3.0330 -5.7537 -2.1338 -0.949 -0.602 -0.775
C -2.8681 -5.6989 -3.6281 -0.242 1.867 -1.046
C 5.1762 3.6943 3.8067 -2.684 -0.379 -0.174
C 1.3674 2.0290 -1.2253 -1.142 -0.966 -0.830
C -6.5942 0.2987 4.4494 -1.440 -0.315 -1.306
C -2.9325 -3.5609 0.2228 -0.585 -1.237 0.352
C 2.1986 0.6786 0.6810 -0.430 -2.199 0.334
C -5.2080 2.3917 -4.8486 2.153 0.321 0.257
C 3.9450 -5.4700 1.6801 -0.064 0.537 -0.282
C -4.9242 2.8958 6.9648 1.252 -1.869 -0.640
H 6.5201 1.9284 2.5631 0.257 0.206 0.024
H 3.9026 -6.0996 2.5688 -0.157 -0.754 -0.179
H 2.3769 1.8885 -1.6115 0.143 0.009 0.632
H 3.2546 3.3621 -3.8899 0.261 0.060 0.709
H 4.5146 -7.6269 -1.1028 0.817 0.091 0.182
H -5.2681 1.2076 -3.1738 0.168 -0.438 0.477
H -5.5801 3.3621 6.2296 -0.446 -0.011 0.654
H -5.9251 2.3270 4.5883 0.221 -0.049 -0.401
H 5.2349 0.9470 3.2085 -0.213 -0.046 0.148
H 5.4936 0.4715 -1.6707 0.247 0.211 -0.304
H -3.4805 2.9736 4.9306 0.003 -0.117 0.124
H 1.5911 -0.5534 -1.8611 0.802 -0.337 0.692
H -4.0196 3.5029 6.9993 0.088 -0.215 0.023
H -3.8362 0.9186 7.1635 0.032 0.313 0.146
H 3.3052 -7.5161 0.0458 -0.136 -0.478 0.397
H -0.6405 0.4481 1.1721 0.535 -0.223 -0.073
H 0.0007 -0.4776 -1.8695 -0.794 0.888 0.695
H 6.7760 -6.9040 0.7291 0.146 -0.167 -0.893
H -4.5452 2.4143 -5.7137 -0.395 -0.839 -0.355
H 6.0236 2.0888 -1.1497 -0.825 0.302 0.021
H -2.7396 -0.4773 5.4346 0.067 0.385 -0.239
H -2.9307 -4.6880 -4.0308 0.937 0.703 0.581
H 4.8771 -5.4011 -0.3297 -0.137 0.246 0.289
H 2.6802 -3.1869 2.2157 -0.116 0.075 -0.059
H 6.8190 0.9151 3.9998 -0.099 0.139 -0.036
H -7.0237 -2.6699 3.0703 0.617 0.253 -0.098
H -1.8991 -3.7446 -0.0710 -0.220 -0.498 -0.471
H -4.9861 -4.3958 0.3480 0.062 0.196 -0.144
H 0.5530 6.1425 -4.6988 -0.618 -1.161 0.684
H 2.9402 -5.3453 1.2764 -0.300 0.031 0.088
H -4.7054 -7.1609 -6.0821 -0.799 0.608 0.893
H 1.4059 8.5301 -2.1261 0.987 0.591 0.143
H -3.3003 -6.7864 -1.9096 0.287 -0.004 0.309
H -7.4393 0.6152 3.8381 -0.255 0.501 -0.251
H -0.5963 1.8808 -2.1566 -0.205 0.207 0.154
H -2.0369 -5.5343 -1.7493 -0.594 0.705 0.863
H 4.0510 4.9678 -3.3326 0.369 -0.618 -0.083
H -7.6569 -2.2865 4.6097 -0.008 0.444 0.364
H -5.2103 1.2957 3.2219 -0.105 0.412 0.080
H -1.8664 -6.0200 -3.9140 -0.063 -0.758 0.005
H -2.8379 -3.5146 1.3077 -0.263 -0.011 0.149
H -8.0737 -1.2895 3.1755 -0.316 0.025 0.131
H 0.5857 1.4485 -3.2651 0.717 0.223 -0.029
H 2.4715 1.5981 1.1989 -0.302 0.285 -0.592
H 3.9525 -2.6132 3.3473 0.392 0.019 -0.618
H 6.2101 0.7130 -0.1111 -0.182 -0.062 0.457
H 1.8778 6.1024 -5.5994 1.201 -0.151 0.128
H -0.3810 -1.5367 0.3882 -0.126 -0.277 -0.006
H -5.6360 0.3323 -4.5348 -0.655 -0.026 -0.202
H -4.9013 -4.0071 -3.3539 -0.319 0.462 0.139
H -5.5480 0.8074 6.8319 0.093 -0.050 -0.128
H -3.3047 -6.2120 -6.2288 0.642 -0.266 0.088
H -2.7492 5.3314 -3.3781 0.163 -0.209 -0.978
H 3.9743 -0.5827 0.8467 0.692 0.833 0.646
H 6.1433 -6.4717 2.0755 -0.195 0.363 0.714
H 1.7893 0.0266 1.4527 0.169 -0.182 0.117
H 1.1786 8.1662 -4.5085 -0.081 0.224 0.422
H 3.6011 7.9064 -5.1078 -0.066 -0.594 -0.193
H 4.8250 -8.3216 0.5650 -0.118 0.014 -0.155
H -3.6078 -0.7286 3.8682 -0.121 0.552 0.186
H 0.6367 7.1965 -2.2742 -0.912 -0.433 -0.332
H 6.7459 -5.3186 1.0841 0.461 1.437 0.072
H -7.3502 2.4480 -4.3184 0.402 -0.171 0.493
H 2.1070 6.9721 -1.9228 1.134 0.220 0.146
H 1.2365 2.8771 -0.5532 0.444 0.142 -0.175
H -1.1444 0.9633 -0.4316 0.242 0.378 0.058
H -3.1695 -2.5506 -0.1107 -0.385 -0.260 -0.194
H 6.6903 5.1097 5.0152 0.459 0.244 -0.219
H -5.3739 -2.3428 -0.5639 1.061 -0.482 -0.065
H 4.2614 3.3212 3.3463 -0.470 0.617 -0.880
H -6.4940 -2.8601 -1.6960 -0.113 -0.070 -0.378
H -4.3354 -1.1555 5.4147 -0.148 0.267 -0.144
H -1.6249 2.2964 3.1853 -0.164 0.238 0.428
H 1.2567 -2.0400 0.5869 0.427 0.745 -0.008
H 3.5997 4.5538 -5.0348 0.180 0.383 -0.006
H 3.5639 6.4515 5.4735 0.073 -0.395 0.424
H -6.9345 1.6591 -5.8243 0.083 -0.278 0.062
H -5.2246 -6.8072 -1.2442 -0.180 0.207 0.474
H -3.4194 4.6239 -2.0264 -0.475 -0.132 0.369
H 3.9725 7.2898 -3.5330 0.208 0.616 0.354
H -5.8516 -6.0348 -2.6334 0.339 0.507 -0.135
H -3.3662 -7.8655 -5.3622 0.814 0.205 -0.315
H -3.5700 -3.1475 -2.5335 0.082 -0.343 -0.126
H -0.3780 2.1253 0.7731 -0.113 0.080 -0.334
H 4.1946 3.9194 5.7465 -0.394 -0.097 -0.542
H -5.3283 3.8813 -3.2770 0.163 -0.220 0.848
H -5.3165 -1.6594 -2.1727 -0.041 0.058 -0.012
H 4.3326 6.5908 3.9705 0.543 -0.492 -0.262
H -3.3304 2.4575 2.6762 0.256 -0.189 -0.482
H -4.5506 4.4502 -4.6672 -0.067 -0.135 -0.539
H 0.3617 3.1730 -2.7868 0.418 -0.094 -0.186
H 3.1359 -4.0486 3.7036 -0.421 -0.272 0.005
H 6.3044 4.1264 6.2478 0.246 -0.435 0.294
H 5.8236 4.1323 3.0470 0.055 0.739 0.054
H 3.4685 9.0690 -4.0054 0.057 -0.050 1.277
H -1.8218 4.2201 -2.3682 0.200 -0.698 -0.703
H -6.2692 -5.3256 -1.0459 0.000 -0.292 -0.006
H 5.8531 5.7222 6.2951 0.058 0.282 0.382
H -2.5440 0.8490 2.9915 -0.082 0.111 -0.330
H -7.0965 0.1882 5.4104 0.702 -0.018 0.580
H 2.9083 5.5956 4.1234 0.158 -0.362 0.008
H -5.2705 2.7785 7.9917 -0.562 0.586 -0.229
H 0.4063 -2.7505 -0.6335 -0.267 0.484 -0.926
H -4.1145 0.6149 -4.2567 1.414 0.197 0.230
H -2.3709 1.6626 5.4014 0.042 0.276 0.109
H 3.4145 -0.7047 -0.6916 -0.319 0.575 -0.719
H -6.9757 3.3303 -5.7163 0.554 0.340 0.030
H -3.8250 -5.6621 0.3771 0.461 0.080 -0.162
```
Positions in Å, forces in eV/Å.

Output
**Gap between HOMO and LUMO**: 7.70 eV
**Charge**: +3
**Highest occupied orbital energy**: -14.16 eV
**Strongest force on any atom**: 0.06504 Eh/bohr